[1]
Here is a cluster of 4 separate species, C27H45BrN5 in total from the Open Molecules 2025 dataset. Energies are from ωB97M-V with the def2-TZVPD basis set.

The expectation value of S² is 0.7663. For the lowest unoccupied orbital energy (alpha / beta), the calculation gives -4.251 / -4.251 eV. As for the HOMO energy (alpha / beta): -9.307 / -11.707 eV. The gap between HOMO and LUMO (alpha / beta) is 5.1 / 7.5 eV.

```
! RIJCOSX wB97M-V def2-TZVPD def2/J DEFGRID3
* xyz 2 2
C -1.59 -5.77 2.12
C -0.26 -5.21 2.79
C -0.44 -3.75 3.27
N 0.87 -3.07 3.68
C 0.38 -1.88 4.65
C -0.31 -0.80 3.83
C 0.60 -0.26 2.79
C 1.06 -1.28 1.80
C 1.68 -2.53 2.46
C 1.85 -4.02 4.43
H -2.01 -5.12 1.36
H -2.35 -5.92 2.89
H -1.49 -6.74 1.62
H 0.56 -5.25 2.07
H 0.15 -5.85 3.57
H -1.18 -3.77 4.08
H -0.71 -3.22 2.36
H -0.24 -2.27 5.46
H 1.33 -1.53 5.03
H -1.30 -1.18 3.56
H -0.50 0.07 4.47
H -0.01 0.38 2.16
H 1.42 0.37 3.14
H 0.19 -1.62 1.24
H 1.68 -0.77 1.07
H 1.93 -3.33 1.76
H 2.63 -2.34 2.96
H 1.36 -4.46 5.30
H 2.62 -3.36 4.83
H 2.16 -4.85 3.79
C -0.59 3.28 1.34
N -0.57 4.36 0.33
C -0.63 3.93 -0.88
C -0.85 4.87 -1.91
C -0.86 6.25 -1.65
C -0.57 6.63 -0.33
C -0.57 5.67 0.66
C -1.03 7.24 -2.75
C -0.65 6.94 -4.06
C -0.55 8.00 -5.03
N -1.02 9.21 -4.71
C -1.38 9.57 -3.51
C -1.43 8.58 -2.53
C -1.11 10.28 -5.68
H -0.36 3.70 2.31
H 0.18 2.57 1.04
H -1.55 2.78 1.41
H -0.57 2.88 -1.15
H -0.94 4.58 -2.95
H -0.45 7.66 -0.01
H -0.48 5.99 1.68
H -0.27 5.99 -4.41
H -0.33 7.84 -6.08
H -1.70 10.59 -3.34
H -1.76 8.91 -1.56
H -0.55 10.08 -6.59
H -0.55 11.06 -5.15
H -2.16 10.42 -5.93
C 2.04 -7.34 -3.09
C 2.14 -6.85 -1.59
N 1.32 -5.65 -1.44
C 1.81 -4.36 -1.54
C 0.83 -3.49 -1.48
N -0.37 -4.18 -1.25
C -0.05 -5.53 -1.34
C -1.68 -3.50 -0.88
H 2.60 -8.26 -3.27
H 2.30 -6.60 -3.85
H 1.03 -7.52 -3.44
H 3.19 -6.62 -1.42
H 1.82 -7.73 -1.03
H 2.88 -4.20 -1.62
H 0.88 -2.41 -1.46
H -0.77 -6.31 -1.12
H -1.50 -2.91 0.02
H -2.46 -4.23 -0.65
H -1.97 -2.84 -1.70
Br -0.78 -0.01 -0.93
*
```

=====

[2]
Here is a structure of composition C27H45ClN3PPb from the Open Molecules 2025 dataset. Energies are from ωB97M-V with the def2-TZVPD basis set.

For the lowest unoccupied orbital energy (alpha / beta), the calculation gives -0.650 / 0.188 eV. As for the HOMO energy (alpha / beta): -5.905 / -6.183 eV. The gap between HOMO and LUMO (alpha / beta) is 5.3 / 6.4 eV.

```
! RIJCOSX wB97M-V def2-TZVPD def2/J DEFGRID3
* xyz 0 1
Pb 0.07 -0.02 1.96
Cl 1.08 -0.47 4.02
P 0.16 0.58 -0.32
C -1.63 0.63 2.10
H -2.56 0.06 2.06
H -1.75 1.70 2.31
C 1.99 0.83 -0.57
C -0.67 2.23 -0.56
C 2.53 0.94 -2.01
H 2.14 1.78 -0.05
C 4.03 1.29 -1.98
H 2.40 -0.02 -2.53
H 1.98 1.69 -2.58
C 4.83 0.25 -1.18
H 4.41 1.36 -3.01
H 4.16 2.28 -1.52
C 4.27 0.10 0.24
H 4.77 -0.72 -1.70
H 5.89 0.53 -1.15
C 2.78 -0.24 0.22
H 4.82 -0.68 0.79
H 4.41 1.04 0.79
H 2.62 -1.23 -0.23
H 2.42 -0.28 1.26
C -0.52 -0.52 -1.67
C -2.19 2.08 -0.75
H -0.50 2.67 0.43
C -2.87 3.46 -0.62
H -2.42 1.66 -1.74
H -2.60 1.39 0.00
C -2.27 4.46 -1.62
H -3.95 3.35 -0.78
H -2.72 3.83 0.40
C -0.75 4.58 -1.44
H -2.49 4.12 -2.64
H -2.74 5.44 -1.50
C -0.06 3.21 -1.57
H -0.33 5.28 -2.17
H -0.54 4.99 -0.44
H -0.16 2.85 -2.60
H 1.01 3.33 -1.37
C 0.17 -1.89 -1.77
H -1.56 -0.68 -1.34
C -0.58 -2.82 -2.74
H 1.20 -1.75 -2.12
H 0.23 -2.37 -0.79
C -0.71 -2.19 -4.13
H -0.07 -3.78 -2.80
H -1.59 -3.02 -2.33
C -1.36 -0.80 -4.04
H 0.28 -2.09 -4.58
H -1.30 -2.84 -4.79
C -0.59 0.11 -3.08
H -1.41 -0.34 -5.03
H -2.40 -0.91 -3.69
H 0.42 0.27 -3.46
H -1.07 1.09 -3.05
C 0.16 -2.46 1.71
C -1.15 -2.09 1.49
H 0.88 -2.36 0.90
C -2.24 -2.48 2.46
H -1.47 -1.79 0.50
C -1.68 -2.85 3.84
H -2.99 -1.68 2.55
H -2.77 -3.34 2.03
C -0.57 -3.90 3.67
H -1.27 -1.96 4.32
H -2.48 -3.24 4.47
C 0.60 -3.35 2.84
H -0.20 -4.22 4.65
H -0.99 -4.79 3.18
H 1.31 -2.82 3.48
H 1.16 -4.19 2.38
N -1.01 -0.24 3.62
C -1.44 0.12 4.69
N -1.80 0.52 5.97
C -0.81 0.63 6.94
N 0.03 0.72 7.75
*
```